(1)
The following is a DFT calculation (ωB97M-V/def2-TZVPD) of an isolated molecule of C3H6O at a distorted geometry.

Geometry as XYZ:
```
10
Properties=species:S:1:pos:R:3:forces:R:3:mulliken_charge:R:1
C -0.76492 -1.40946 -1.16655 -0.7 0.5 0.9 -0.729
C -0.02844 -0.59622 -0.42872 0.1 1.6 0.4 0.190
O -0.53274 0.40114 0.42403 0.1 -1.8 -1.0 -0.320
C 0.42702 1.22809 1.04358 -0.2 0.6 -0.8 -0.561
H -0.28618 -2.11010 -1.81319 0.1 -0.3 -0.3 0.256
H -1.84574 -1.38388 -1.05508 0.1 -0.2 -0.2 0.258
H 1.04870 -0.52752 -0.56235 0.0 -0.2 0.2 0.185
H 0.47661 1.07846 2.10614 -0.1 -0.3 0.5 0.214
H 1.40802 1.06659 0.60434 0.2 0.1 0.0 0.314
H 0.09767 2.25290 0.84780 0.3 0.0 0.1 0.194
```
Forces are in eV/Å.

Output
Gap between HOMO and LUMO, eV: 10.1
ΔE to the lowest compared entry with this formula, charge and spin, kJ/mol: 133.2
HOMO energy, eV: -8.94

***

(2)
The following is a DFT calculation (ωB97M-V/def2-TZVPD) of a cluster of 2 separate species, C29H31N4O in total at a distorted geometry.

Geometry as XYZ:
```
65
Properties=species:S:1:pos:R:3:forces:R:3:mulliken_charge:R:1
C -7.27465 1.12809 2.68831 0.4 -0.5 -0.4 -0.813
O -6.47454 0.33037 1.76864 -0.2 0.3 0.3 -0.440
C -5.20028 -0.03257 2.08403 0.7 0.4 0.5 0.816
C -4.39238 -0.62572 1.05385 -0.7 0.9 0.7 -0.811
C -3.04537 -0.83748 1.29076 -0.7 0.0 0.7 -0.269
C -2.55620 -0.61963 2.58377 -0.8 0.2 -0.1 0.682
N -1.19656 -0.84597 2.79348 2.3 -0.6 0.9 0.534
C -0.22040 -0.86874 1.81757 0.4 -0.4 0.6 -0.735
N 0.89854 -1.26418 2.51678 -1.3 0.2 0.9 0.354
C 2.22142 -1.55282 2.02734 0.3 -0.1 0.0 -0.825
C 0.62728 -1.44794 3.87669 -0.5 0.2 -0.1 -0.754
C -0.67912 -1.17405 4.06550 0.3 -0.1 -0.8 -0.282
C -3.36473 -0.20113 3.65229 0.2 0.2 -0.5 -0.921
C -4.66365 0.21404 3.38134 -0.7 -0.5 -1.0 -0.389
H -8.21978 1.23598 2.15891 0.1 0.1 0.2 0.250
H -7.44152 0.64312 3.65774 0.1 -0.2 -0.3 0.325
H -6.84505 2.11695 2.88902 0.2 -0.2 -0.3 0.352
H -4.81755 -0.83699 0.07118 0.0 0.2 0.4 0.396
H -2.36701 -1.21321 0.52940 -0.2 0.1 0.2 0.447
H 2.34482 -1.19801 1.00120 0.0 -0.1 0.3 0.209
H 2.93566 -1.06867 2.70084 0.1 0.0 -0.3 0.329
H 2.42718 -2.63142 2.07761 -0.1 0.2 -0.2 0.285
H 1.35883 -1.76326 4.60058 0.1 0.0 -0.1 0.456
H -1.26909 -1.20761 4.97110 0.2 -0.1 -0.3 0.344
H -2.98700 -0.16090 4.68523 -0.1 0.3 -0.7 0.163
H -5.28123 0.70304 4.15187 0.4 -0.5 -0.4 0.301
C 1.13998 -5.10815 -3.91198 0.1 0.2 0.0 -0.996
N 2.06520 -4.01544 -3.67073 0.2 -0.5 -0.4 0.290
C 3.47161 -4.37488 -3.72894 -0.3 0.1 0.1 -1.007
C 1.62747 -2.74961 -3.27356 -0.1 0.4 0.3 -0.545
C 1.53014 -2.43118 -1.89873 -0.2 0.1 -0.7 0.194
C 1.08361 -1.17667 -1.51467 0.0 0.4 -0.3 -0.207
C 0.73217 -0.20884 -2.48860 0.2 -0.7 0.1 -0.554
C 0.35699 1.12402 -2.05750 1.6 0.8 0.1 -0.442
C 1.11099 1.90424 -1.17793 -0.7 -0.4 -0.7 1.191
C 0.85426 3.30999 -0.89339 -0.3 0.8 0.0 0.115
C -0.04205 4.24091 -1.41360 0.3 0.5 0.6 -0.447
C 0.00475 5.55242 -0.90986 -0.5 -0.4 -0.6 -0.828
C 0.92032 5.94319 0.06148 0.3 -0.3 0.3 -0.628
C 1.87314 5.04082 0.54391 -0.5 0.3 -0.4 -0.966
C 1.82132 3.75620 0.01620 -0.3 0.5 0.0 0.603
N 2.71066 2.71126 0.22800 -0.5 -2.5 -1.0 0.175
C 3.84946 2.73946 1.11940 0.6 -0.2 0.4 -0.846
C 2.31961 1.61168 -0.47846 0.3 1.6 0.8 -0.648
C 0.84462 -0.53719 -3.87047 -0.5 0.8 0.4 -0.838
C 1.28261 -1.78336 -4.25615 0.4 -0.5 0.5 -0.334
H 0.10686 -4.75442 -3.82362 0.2 -0.1 -0.1 0.297
H 1.30105 -5.52477 -4.91513 -0.2 0.0 0.1 0.322
H 1.30459 -5.91923 -3.18867 -0.1 0.0 0.0 0.313
H 4.10060 -3.49999 -3.52921 -0.1 -0.2 -0.1 0.289
H 3.69901 -5.16165 -2.99639 0.1 0.1 0.0 0.324
H 3.71060 -4.77442 -4.72401 0.1 0.1 0.1 0.328
H 1.74910 -3.19733 -1.15023 0.0 0.2 -0.3 0.504
H 0.91900 -0.93698 -0.46352 -0.1 -0.1 -0.2 0.826
H -0.44555 1.66237 -2.57415 0.2 -0.3 0.1 0.517
H -0.72558 3.97494 -2.20366 -0.2 0.0 0.0 0.435
H -0.70167 6.29162 -1.29024 0.2 -0.2 0.1 0.389
H 0.89589 6.96390 0.43981 0.1 -0.3 -0.1 0.393
H 2.59864 5.35633 1.28095 0.0 -0.1 -0.1 0.280
H 3.92191 3.70257 1.63200 -0.1 -0.2 -0.2 0.288
H 3.72628 1.95531 1.87651 0.1 0.2 -0.2 0.294
H 4.77917 2.57393 0.56116 -0.3 0.0 0.1 0.341
H 2.93625 0.73032 -0.50644 0.0 -0.1 0.1 0.695
H 0.63718 0.22960 -4.63248 0.0 -0.4 0.4 0.417
H 1.41222 -2.04223 -5.31212 -0.1 0.1 0.5 0.463
```
Forces are in eV/Å.

Output
Gap between HOMO and LUMO, eV: 5.0
ΔE to the lowest compared entry with this formula, charge and spin, kJ/mol: 429.1
HOMO energy, eV: -9.73
Net charge: +1

***

(3)
The following is a DFT calculation (ωB97M-V/def2-TZVPD) of a structure of composition C2H3DyLiO at a distorted geometry.

Geometry as XYZ:
```
8
Properties=species:S:1:pos:R:3:forces:R:3:mulliken_charge:R:1
C -1.73446 -0.70232 0.72997 0.2 0.6 -0.4 -0.750
C -0.67341 0.14263 0.78440 0.4 0.1 -0.4 -0.564
O 0.59066 -0.37686 0.96833 1.3 0.8 -1.2 -0.787
Li 0.47682 -1.81014 -0.54915 -0.8 0.6 1.6 0.845
H -2.74316 -0.32516 0.54580 0.4 -0.1 0.1 0.190
H -1.64497 -1.78982 0.89906 0.1 0.4 0.2 0.299
Dy 1.23078 1.88400 0.57168 -1.9 -2.5 0.7 1.766
H 1.33215 -1.37486 -2.10466 0.3 0.1 -0.5 0.001
```
Forces are in eV/Å.

Output
2S+1: 6
Gap between HOMO and LUMO (spin up / spin down), eV: 5.7 / 5.1
HOMO energy (spin up / spin down), eV: -10.91 / -11.11
Expectation value of S²: 9.82
Net charge: +1